C24H34N3SiSn | ωB97M-V/def2-TZVPD

Last column: Löwdin charge in e.
Positions of all 63 atoms, in Å:
Sn -0.6213 0.3730 -0.3188  1.55
C -2.8967 2.7696 1.8723  -0.01
C -2.6734 1.3553 1.4141  -0.32
C -1.7313 0.5110 2.0407  -0.12
C -1.7274 -0.8874 1.8089  -0.36
C -0.8475 -1.7960 2.6239  -0.02
C -2.6248 -1.3908 0.8644  -0.07
C -3.5089 -0.5612 0.1632  -0.28
C -4.4631 -1.1286 -0.8452  -0.01
C -3.4961 0.8116 0.4324  -0.03
H -3.8065 2.7949 2.4768  0.12
H -3.0464 3.4484 1.0330  0.10
H -2.0958 3.1435 2.5034  0.08
H -1.1069 0.9111 2.8349  0.14
H -1.3087 -1.9842 3.5955  0.12
H 0.1299 -1.3493 2.8188  0.08
H -0.7153 -2.7631 2.1388  0.08
H -2.6507 -2.4502 0.6366  0.13
H -5.4904 -0.9632 -0.5149  0.11
H -4.3265 -2.2001 -0.9743  0.08
H -4.3562 -0.6415 -1.8150  0.11
H -4.2071 1.4539 -0.0762  0.15
C 3.2182 1.2089 1.3941  0.02
C 2.9635 -0.1734 0.9090  -0.25
C 4.0667 -1.1403 1.0784  0.16
C 3.9983 -2.4508 0.6805  0.04
C 2.8257 -2.8289 0.0560  0.15
C 1.7398 -1.8771 -0.1378  -0.40
N 1.8547 -0.5419 0.3598  0.11
N 0.6765 -2.1667 -0.7642  0.09
Si 0.1264 -3.6299 -1.8482  0.49
C -1.5166 -3.1201 -2.4854  -0.15
C 0.0722 -5.1334 -0.7896  -0.14
C 1.4558 -3.5956 -3.1270  -0.14
H 3.8946 1.7055 0.6898  0.13
H 3.7233 1.1940 2.3609  0.11
H 2.3046 1.7885 1.4652  0.06
H 4.9670 -0.7693 1.5604  0.16
H 4.8198 -3.1382 0.8370  0.15
H 2.6754 -3.8376 -0.3118  0.12
H -2.2383 -2.9133 -1.6938  0.01
H -1.9327 -3.9286 -3.0937  0.07
H -1.4382 -2.2426 -3.1312  0.05
H -0.6703 -5.0868 0.0091  0.05
H 1.0294 -5.4187 -0.3486  0.04
H -0.2240 -5.9524 -1.4544  0.07
H 1.5762 -2.6364 -3.6338  0.05
H 1.1765 -4.3245 -3.8960  0.07
H 2.4289 -3.9031 -2.7342  0.04
C 1.6792 6.5600 -0.5911  0.00
C 1.1750 5.1555 -0.5020  -0.21
C 0.8765 4.5581 0.7256  0.02
C 0.4060 3.2652 0.7624  -0.16
N 0.2127 2.5289 -0.3474  -0.16
C 0.5148 3.0893 -1.5328  -0.12
C 0.9895 4.3760 -1.6457  0.02
H 1.3098 7.1668 0.2333  0.10
H 1.3920 7.0242 -1.5324  0.10
H 2.7713 6.5542 -0.5406  0.11
H 0.9870 5.1090 1.6511  0.14
H 0.1626 2.8009 1.7059  0.10
H 0.3345 2.4897 -2.4193  0.11
H 1.1867 4.7784 -2.6306  0.14

Force components x, y, z for each atom (eV/Å):
-0.201 0.263 -0.478
0.133 -0.037 -0.114
-0.073 0.200 0.281
0.103 -0.001 0.080
-0.171 -0.107 0.100
0.037 0.019 -0.104
-0.075 -0.068 -0.120
0.116 -0.187 -0.119
-0.020 -0.016 0.077
-0.126 -0.017 -0.087
-0.021 -0.034 -0.044
-0.003 0.010 0.009
0.104 -0.004 0.010
-0.018 -0.014 -0.016
-0.044 0.037 -0.012
-0.028 -0.002 0.001
0.007 0.018 -0.003
0.057 -0.046 0.214
0.001 0.020 -0.003
-0.013 0.009 0.017
0.002 0.035 0.009
0.010 0.009 0.003
-0.038 0.014 -0.052
0.347 -0.399 0.098
-0.002 0.344 0.077
-0.112 -0.020 -0.040
-0.134 0.099 -0.069
0.433 0.072 0.299
-0.160 -0.317 -0.091
-0.417 -0.366 -0.409
0.272 0.604 0.428
-0.165 0.111 -0.090
0.085 -0.217 0.122
0.195 -0.176 -0.222
-0.001 0.009 0.034
-0.019 -0.011 0.003
0.002 -0.021 -0.025
-0.005 -0.011 -0.027
-0.010 0.002 -0.006
0.015 0.030 0.000
0.036 -0.018 -0.002
0.012 0.017 0.004
-0.032 -0.001 0.007
-0.009 0.051 -0.051
-0.024 -0.017 -0.038
-0.004 -0.039 0.069
-0.085 0.007 0.075
0.061 0.020 -0.005
-0.042 -0.014 -0.029
-0.050 -0.080 0.027
0.047 0.119 -0.083
-0.073 -0.076 0.074
0.013 0.274 -0.152
0.231 0.081 0.318
-0.145 -0.058 -0.018
-0.053 -0.022 -0.049
0.024 -0.003 0.008
0.021 -0.007 -0.006
-0.006 0.026 -0.002
0.022 0.002 -0.026
-0.070 -0.084 0.125
0.032 -0.028 0.000
0.030 0.015 0.022

Summary:
Max |F|, eV/Å: 0.79
Charge: +3
Total energy, eV: -43593.5013
Gap between HOMO and LUMO, hartree: 0.2027

C6H11N | ωB97M-V/def2-TZVPD

Last column: Löwdin charge in e.
Positions of all 18 atoms, in Å:
C -1.2749 -1.5187 1.0917  -0.13
C -1.3420 -0.8335 -0.1718  -0.10
C 0.6250 0.6288 -0.0492  -0.41
C 0.3058 2.0401 -0.4880  -0.09
C 1.7632 -0.0286 -0.8088  -0.09
C 0.5062 0.2292 1.2585  -0.29
N 0.2212 -0.3964 2.2265  0.11
H -0.6984 -2.4336 1.1664  0.10
H -2.1611 -1.8119 0.1049  0.16
H -1.9538 -1.2747 1.8965  0.09
H -2.0144 0.0120 -0.2766  0.10
H -0.8581 -1.2238 -1.0577  0.09
H -0.5391 2.4749 0.0550  0.07
H 1.1709 2.7066 -0.3473  0.08
H 0.0708 2.0615 -1.5605  0.07
H 2.7009 0.5354 -0.6928  0.08
H 1.9485 -1.0468 -0.4500  0.08
H 1.5502 -0.0741 -1.8849  0.07

Force components x, y, z for each atom (eV/Å):
-0.010 -0.008 0.013
0.042 0.015 0.020
0.089 0.013 0.159
-0.062 0.045 0.013
0.029 -0.071 -0.051
-0.146 -0.378 0.450
0.196 0.439 -0.682
-0.118 0.146 0.013
-0.025 0.001 -0.059
0.067 0.040 -0.160
0.162 -0.118 -0.031
0.022 0.035 0.160
0.104 -0.100 -0.037
-0.142 -0.096 -0.014
-0.008 -0.045 0.174
-0.134 -0.078 -0.043
-0.038 0.139 -0.071
-0.030 0.021 0.146

Summary:
Max |F|, eV/Å: 0.83
Energy relative to the best compared isomer or geometry (same formula, charge and spin), kJ/mol: 436.4
Total energy, eV: -7886.0089
Gap between HOMO and LUMO, hartree: 0.2997

C23H19F2NO4 | ωB97M-V/def2-TZVPD

Last column: Löwdin charge in e.
Positions of all 49 atoms, in Å:
F -3.4193 2.8071 2.1371  0.05
C -3.1948 1.4543 2.2549  -0.23
C -4.2907 0.5991 2.2682  0.03
C -4.0283 -0.7765 2.3721  -0.05
C -2.7341 -1.2535 2.4987  0.00
C -1.6021 -0.3741 2.5189  -0.17
C -0.3084 -0.9433 2.7023  0.10
C 0.9775 -0.3562 2.5331  -0.17
C 2.1129 -1.2281 2.5025  0.00
C 3.4015 -0.7503 2.3368  -0.05
C 3.6566 0.6271 2.2363  0.03
C 2.5586 1.4798 2.2602  -0.23
F 2.7767 2.8335 2.1394  0.05
C 1.2516 1.0393 2.3862  0.07
C -1.8843 1.0159 2.3423  0.07
H -5.2977 0.9944 2.1721  0.13
H -4.8667 -1.4706 2.3551  0.12
H -2.5509 -2.3257 2.5853  0.11
H -0.2975 -2.0092 2.9361  0.09
H 1.9380 -2.2984 2.6188  0.11
H 4.2350 -1.4480 2.2832  0.10
H 4.6603 1.0248 2.1192  0.13
H 0.4559 1.7674 2.3975  0.09
H -1.0889 1.7426 2.2971  0.09
C 4.3020 -3.9241 4.4778  -0.07
C 3.2366 -3.7225 5.5178  -0.24
O 1.9915 -3.6401 4.7982  -0.05
C 0.9463 -3.5128 5.6660  -0.48
C -0.3297 -3.6830 5.0090  0.01
C -1.5189 -3.7652 5.7411  -0.21
C -1.5646 -3.3323 7.1127  0.00
C -2.7135 -3.3976 7.8599  0.01
C -3.8991 -3.8905 7.2820  -0.17
N -5.0903 -3.8292 8.0520  -0.33
O -6.1614 -4.2725 7.5831  0.04
O -5.0095 -3.3076 9.1924  0.03
C -3.8960 -4.3667 5.9479  -0.01
C -2.7459 -4.2955 5.1876  -0.03
O 1.1837 -3.3055 6.8656  0.03
H 5.2655 -4.1037 4.9579  0.08
H 4.0703 -4.7923 3.8516  0.08
H 4.3974 -3.0479 3.8274  0.05
H 3.1951 -4.5801 6.2014  0.13
H 3.4053 -2.8019 6.0908  0.13
H -0.3084 -3.9113 3.9532  0.10
H -0.6449 -2.9811 7.5680  0.10
H -2.7222 -3.0718 8.8951  0.12
H -4.8215 -4.7843 5.5588  0.11
H -2.7368 -4.6718 4.1611  0.11

Force components x, y, z for each atom (eV/Å):
0.219 -1.242 0.078
0.264 0.710 -0.119
0.466 -0.450 -0.026
-0.210 0.326 -0.067
0.592 0.083 0.227
-1.116 0.330 -0.008
-0.111 -0.233 -0.235
1.255 0.474 0.099
-0.632 -0.024 0.125
0.166 0.425 -0.049
-0.450 -0.465 -0.059
-0.255 0.698 -0.093
-0.201 -1.219 0.127
0.239 -0.378 0.095
-0.236 -0.323 0.167
0.186 -0.078 0.060
0.242 0.115 0.040
-0.115 0.289 0.062
-0.019 0.212 -0.277
0.117 0.271 0.008
-0.211 0.163 0.057
-0.187 -0.061 0.036
0.605 0.025 0.047
-0.604 0.016 0.036
0.296 -0.127 -0.319
0.300 0.005 -0.370
0.054 -0.003 0.446
0.114 0.386 1.054
0.512 0.354 0.027
-1.266 0.008 0.686
-0.013 -0.256 -0.195
-0.316 -0.145 -0.316
1.184 0.041 -0.952
-1.904 0.152 1.582
1.745 0.639 0.559
-0.350 -0.950 -1.923
-0.261 0.241 0.648
0.630 0.369 0.263
-0.367 -0.292 -1.539
-0.004 0.054 -0.034
0.043 0.113 0.085
-0.004 -0.136 0.131
-0.035 0.325 -0.040
-0.129 -0.316 -0.051
-0.001 -0.286 0.002
-0.356 -0.026 -0.136
-0.029 -0.019 -0.245
0.206 0.126 -0.020
-0.055 0.076 0.325

Summary:
Max |F|, eV/Å: 2.48
Energy relative to the best compared isomer or geometry (same formula, charge and spin), kJ/mol: 0.0
Total energy, eV: -39268.2574
Gap between HOMO and LUMO, hartree: 0.1126

Q: Among the records above, which one has the lowest total energy?
A: C24H34N3SiSn

Q: What is the gap between HOMO and LUMO in the third record?
A: 0.1126 hartree